1.
Computed, not measured: 2 unconnected molecules or ions with the total composition C4H14N2O2 in a non-equilibrium geometry, with the ωB97M-V functional and the def2-TZVPD basis.

The spin multiplicity is 2. For the total energy, the calculation gives -420.441068 a.u. The orbital gap (alpha / beta) is 11.181 / 6.212 eV. As for the net charge: +1. For the energy relative to the best compared isomer or geometry (same formula, charge and spin), the calculation gives 2.6086 eV. Its largest force on an atom is 2.02 eV/A. Its HOMO energy (alpha / beta) is -14.522 / -14.255 eV.

Each line ends with the Löwdin spin population.
CARTESIAN COORDINATES (ANGSTROEM)
1 N -0.15 1.51 1.27  0.19
2 C -1.33 0.77 1.08  0.15
3 C -1.15 -0.88 0.71  0.14
4 N -0.11 -1.14 -0.18  0.36
5 C -0.39 -1.50 -1.56  0.04
6 C 0.86 -1.43 -2.40  0.00
7 O 1.49 -0.19 -2.49  0.00
8 H 1.69 0.17 -1.62  0.00
9 H 0.58 1.08 1.82  0.01
10 H 0.13 1.94 0.39  0.01
11 H -1.86 0.71 2.03  0.02
12 H -1.92 1.23 0.30  0.00
13 H -2.10 -1.16 0.26  0.02
14 H -1.05 -1.35 1.68  0.01
15 H 0.59 -1.76 0.24  0.01
16 H -1.18 -0.90 -2.00  0.00
17 H -0.78 -2.52 -1.61  0.02
18 H 1.51 -2.29 -2.20  0.00
19 H 0.52 -1.65 -3.41  0.00
20 H 2.01 2.59 2.22  0.00
21 H 0.86 3.33 2.89  0.00
22 O 1.77 3.45 2.57  0.00

=====

2.
Computed, not measured: 2 unconnected molecules or ions with the total composition C4H14N2O2 in a non-equilibrium geometry, with the ωB97M-V functional and the def2-TZVPD basis.

The spin multiplicity is 2. For the total energy, the calculation gives -420.416118 a.u. The orbital gap (alpha / beta) is 11.821 / 6.260 eV. As for the net charge: +1. For the energy relative to the best compared isomer or geometry (same formula, charge and spin), the calculation gives 3.2875 eV. Its largest force on an atom is 4.37 eV/A. Its HOMO energy (alpha / beta) is -15.185 / -15.062 eV.

Each line ends with the Löwdin spin population.
CARTESIAN COORDINATES (ANGSTROEM)
1 C -0.33 -0.22 -1.19  0.08
2 C -0.57 -1.74 -0.97  0.01
3 C 0.29 -2.18 0.20  0.02
4 O -1.95 -1.85 -0.64  0.01
5 N -0.61 0.60 -0.02  0.66
6 C -0.45 2.05 -0.21  0.06
7 N 0.93 2.49 0.08  0.04
8 H 0.70 -0.04 -1.50  0.01
9 H -0.92 0.10 -2.06  0.05
10 H -0.30 -2.19 -1.92  0.00
11 H 0.26 -1.42 1.01  0.01
12 H 1.34 -2.17 -0.11  0.00
13 H -0.02 -3.07 0.75  0.00
14 H -2.19 -1.69 0.29  0.00
15 H -1.60 0.35 0.17  0.02
16 H -0.58 2.23 -1.28  0.03
17 H -1.11 2.70 0.36  0.00
18 H 1.66 1.87 -0.26  0.00
19 H 1.03 2.45 1.09  0.00
20 H 2.05 0.72 1.48  0.00
21 H 0.73 0.62 2.44  0.00
22 O 1.64 0.36 2.28  0.02

=====

3.
Computed, not measured: 2 unconnected molecules or ions with the total composition C4H14N2O2 in a non-equilibrium geometry, with the ωB97M-V functional and the def2-TZVPD basis.

The spin multiplicity is 1. For the total energy, the calculation gives -420.059394 a.u. The orbital gap is 10.194 eV. As for the net charge: +2. For the energy relative to the best compared isomer or geometry (same formula, charge and spin), the calculation gives 3.2315 eV. Its largest force on an atom is 7.78 eV/A. Its HOMO energy is -17.529 eV.

Each line ends with the natural charge from an NBO analysis.
CARTESIAN COORDINATES (ANGSTROEM)
1 O -1.04 1.78 0.02  -0.50
2 C -0.43 1.28 -0.90  0.43
3 C 0.37 0.10 -0.61  -0.17
4 C -0.57 -0.77 0.27  -0.46
5 C -0.49 -0.21 1.71  -0.14
6 N -1.02 -1.53 2.57  -0.73
7 N 0.72 -0.66 -1.87  -0.74
8 H -0.68 1.63 -2.08  0.18
9 H 1.34 0.41 -0.19  0.27
10 H -0.42 -1.94 0.12  0.23
11 H -1.49 -0.94 -0.14  0.25
12 H -1.19 0.57 1.94  0.27
13 H 0.43 0.10 1.89  0.22
14 H -1.57 -2.08 1.99  0.44
15 H -1.50 -1.12 3.50  0.48
16 H -0.24 -2.06 3.10  0.47
17 H -0.20 -0.95 -2.40  0.47
18 H 1.45 -1.51 -1.50  0.50
19 H 1.11 -0.07 -2.65  0.48
20 H 1.44 3.26 -1.95  0.52
21 H 2.47 2.30 -1.29  0.50
22 O 1.51 2.40 -1.54  -0.98

=====

4.
Computed, not measured: 2 unconnected molecules or ions with the total composition C4H14N2OS in a non-equilibrium geometry, with the ωB97M-V functional and the def2-TZVPD basis.

The spin multiplicity is 1. For the total energy, the calculation gives -743.698258 a.u. As for the structure (SMILES): C[C@H](CS)NCN.O. The orbital gap is 9.286 eV. For the energy relative to the best compared isomer or geometry (same formula, charge and spin), the calculation gives 0.9680 eV. Its largest force on an atom is 2.65 eV/A. Its HOMO energy is -8.513 eV.

Each line ends with the natural charge from an NBO analysis.
CARTESIAN COORDINATES (ANGSTROEM)
1 C 2.14 0.82 1.27  -0.65
2 C 1.03 0.06 0.48  -0.05
3 C 1.69 -0.71 -0.71  -0.51
4 S 2.91 -1.93 -0.17  -0.07
5 N -0.03 0.84 -0.02  -0.67
6 C -1.17 1.24 0.83  -0.05
7 N -2.45 1.16 0.17  -0.83
8 H 1.84 1.19 2.24  0.21
9 H 3.05 0.21 1.20  0.23
10 H 2.43 1.76 0.78  0.19
11 H 0.77 -0.74 1.21  0.20
12 H 0.96 -1.24 -1.34  0.23
13 H 2.24 -0.02 -1.36  0.21
14 H 3.67 -1.98 -1.27  0.13
15 H 0.15 1.67 -0.57  0.37
16 H -1.18 0.66 1.80  0.18
17 H -0.86 2.24 1.24  0.16
18 H -2.44 1.76 -0.64  0.35
19 H -2.64 0.20 -0.06  0.37
20 O -3.69 -2.26 -1.82  -0.94
21 H -3.92 -2.67 -0.97  0.47
22 H -4.51 -2.27 -2.31  0.47

=====

Here are the calculated M numbers, same order: 122.17 122.17 122.17 138.24 (g/mol).